Record 1
Formula: C20H29N2O4P2Ru
Source: the Open Molecules 2025 dataset
Level of theory: wB97M-V/def2-TZVPD

* gap between HOMO and LUMO (alpha / beta): 6.987 / 6.193 eV
* total charge: +2
* energy relative to the best compared isomer or geometry (same formula, charge and spin): 0.00 kcal per mole
* ⟨S²⟩: 8.80
* 2S+1: 6
* HOMO (alpha / beta): -12.7 / -14.5 eV

Last column: natural (NBO) charge in e.
Element x y z (Å)
Ru 9.1975 -7.8128 12.1111  1.13
C 12.2597 -11.0366 10.4113  -0.72
C 11.8489 -9.9553 11.3761  0.63
O 10.6853 -9.8281 11.6796  -0.62
C 12.9150 -9.0204 11.8638  -0.20
C 14.2423 -9.4339 11.9311  -0.13
C 15.2408 -8.5808 12.4716  -0.07
C 14.9353 -7.3148 12.9989  -0.22
C 13.6495 -6.8530 12.9347  -0.12
C 12.6025 -7.6785 12.3809  0.44
O 11.4533 -7.1720 12.2720  -0.61
H 11.3680 -11.5001 9.9729  0.25
H 12.9408 -11.7552 10.8408  0.26
H 12.8054 -10.5305 9.5874  0.25
H 14.5685 -10.3947 11.6085  0.24
H 16.2453 -8.9682 12.4520  0.24
H 15.7002 -6.7058 13.4555  0.26
H 13.3606 -5.8330 13.2634  0.24
C 8.9794 -6.9878 17.0205  -0.25
O 8.6748 -8.2607 16.4030  -0.47
C 8.6116 -8.2896 15.0805  0.91
O 8.8141 -7.3252 14.3257  -0.70
N 8.2243 -9.5149 14.6465  -0.46
N 8.1387 -9.6867 13.2439  -0.67
H 8.8692 -7.1439 18.0616  0.22
H 8.2831 -6.2542 16.6048  0.20
H 10.0191 -6.6615 16.8066  0.20
H 8.2937 -10.3505 15.2105  0.42
H 7.2046 -9.9875 12.9715  0.39
H 8.7961 -10.3920 12.8905  0.40
C 9.8204 -4.1853 11.4715  -0.94
P 8.4304 -5.3225 11.6978  0.86
C 7.2748 -4.4018 12.8052  -0.91
C 7.5797 -5.3311 10.1056  -0.37
C 7.2352 -4.0939 9.5535  -0.12
C 6.6900 -4.0109 8.2685  -0.18
C 6.5416 -5.1819 7.5354  -0.16
C 6.8764 -6.4144 8.0838  -0.19
C 7.3540 -6.5081 9.3656  -0.35
P 7.6108 -8.1370 10.1303  0.86
C 5.8849 -8.6006 10.5502  -0.92
C 8.0959 -9.2719 8.8086  -0.95
H 10.4468 -4.5391 10.6260  0.26
H 10.4261 -4.1860 12.3594  0.25
H 9.4464 -3.1784 11.2996  0.25
H 7.1610 -3.3961 12.4478  0.24
H 7.6984 -4.4361 13.8035  0.25
H 6.3053 -4.9282 12.7983  0.25
H 7.3854 -3.1926 10.1052  0.21
H 6.3923 -3.0889 7.8263  0.24
H 6.1095 -5.1456 6.5435  0.24
H 6.6482 -7.2942 7.4519  0.22
H 5.2816 -8.5425 9.6630  0.26
H 5.4702 -7.9490 11.3096  0.25
H 5.8870 -9.6408 10.9181  0.23
H 7.3932 -9.3036 7.9719  0.25
H 8.1953 -10.2780 9.2395  0.25
H 9.0730 -9.0255 8.4240  0.26

---

Record 2
Formula: C20H29N3O2S
Source: the Open Molecules 2025 dataset
Level of theory: wB97M-V/def2-TZVPD

* gap between HOMO and LUMO: 8.680 eV
* total charge: 0
* energy relative to the best compared isomer or geometry (same formula, charge and spin): 39.47 kcal per mole
* structure (SMILES): CCCCCSc1nc(N2CCOCC2)c2c(c1C#N)CC(C)(C)OC2
* HOMO: -8.1 eV

Last column: natural (NBO) charge in e.
Element x y z (Å)
C -5.5449 -2.5693 1.8885  -0.60
C -4.6800 -1.3303 1.6938  -0.39
C -4.3331 -1.1106 0.2237  -0.40
C -3.4685 0.1301 0.0185  -0.41
C -3.0750 0.3248 -1.4371  -0.51
H -3.9459 0.2830 -2.0904  0.23
H -2.5414 1.2618 -1.5841  0.24
S -1.9747 -1.0004 -2.0368  0.28
C -0.4318 -0.4876 -1.3839  0.14
N -0.3714 0.6781 -0.7743  -0.54
C 0.7736 1.1130 -0.2424  0.43
C 1.9266 0.3036 -0.2550  -0.12
C 1.8824 -0.8947 -0.9515  0.12
C 0.6906 -1.3155 -1.5562  -0.31
C 0.6110 -2.5269 -2.2627  0.29
N 0.5642 -3.5225 -2.8330  -0.31
C 3.1374 -1.7013 -0.9619  -0.48
H 2.9764 -2.6801 -1.4129  0.25
H 3.8901 -1.1704 -1.5537  0.23
C 3.6634 -1.8714 0.4797  0.28
C 5.1475 -2.2531 0.4487  -0.62
H 5.7349 -1.4509 0.0068  0.21
H 5.2924 -3.1590 -0.1333  0.21
H 5.5023 -2.4186 1.4622  0.22
C 2.8503 -2.9539 1.1964  -0.62
H 3.1566 -3.0048 2.2375  0.22
H 1.7908 -2.7104 1.1611  0.22
H 3.0071 -3.9217 0.7285  0.21
O 3.5145 -0.6734 1.2466  -0.54
C 3.1801 0.5064 0.5506  -0.10
H 4.0181 0.8217 -0.0971  0.17
H 3.0359 1.2482 1.3378  0.21
N 0.7362 2.3411 0.3677  -0.42
C -0.5551 2.9817 0.5471  -0.25
H -1.3161 2.2152 0.6777  0.24
C -0.8939 3.8726 -0.6510  -0.09
O 0.1151 4.8384 -0.8550  -0.52
C 1.3607 4.2222 -1.0687  -0.08
H 2.0831 5.0285 -1.2055  0.20
C 1.7674 3.3307 0.1171  -0.24
H 2.7171 2.8541 -0.1118  0.21
H 1.8741 3.9477 1.0151  0.20
H 1.3238 3.6067 -1.9825  0.16
H -1.8178 4.4262 -0.4789  0.20
H -1.0005 3.2476 -1.5501  0.17
H -0.4895 3.5993 1.4484  0.20
H -2.5632 0.0493 0.6246  0.21
H -4.0147 1.0183 0.3486  0.20
H -3.8004 -1.9852 -0.1565  0.21
H -5.2548 -1.0075 -0.3542  0.19
H -5.2086 -0.4535 2.0759  0.19
H -3.7579 -1.4376 2.2698  0.19
H -5.0271 -3.4550 1.5275  0.20
H -6.4791 -2.4724 1.3396  0.20
H -5.7783 -2.7123 2.9409  0.21

---

Record 3
Formula: C20H29N3O3S
Source: the Open Molecules 2025 dataset
Level of theory: wB97M-V/def2-TZVPD

* gap between HOMO and LUMO: 8.611 eV
* total charge: 0
* energy relative to the best compared isomer or geometry (same formula, charge and spin): 74.23 kcal per mole
* structure (SMILES): CC[C@@H](CC(=O)N(C)[C@@H]1CN(C(=O)/C=C/c2cc(C)no2)CC12CC2)SC
* HOMO: -8.7 eV

Last column: natural (NBO) charge in e.
Element x y z (Å)
C 1.6140 -2.4240 -3.0162  -0.61
C 0.4508 -1.7400 -2.3073  -0.42
C 0.1903 -0.3055 -2.7768  -0.31
C -1.1829 0.2155 -2.3126  -0.51
C -1.6748 -0.1361 -0.9072  0.72
O -2.2663 -1.1852 -0.7206  -0.61
N -1.6957 0.8948 0.0221  -0.49
C -0.4149 1.4146 0.5094  -0.43
C -2.8147 0.8617 0.9712  -0.04
C -3.3583 2.2704 1.2049  -0.22
N -2.5587 2.7710 2.3261  -0.42
C -1.6831 3.8116 2.2937  0.64
O -0.8183 3.9658 3.1441  -0.63
C -1.8286 4.7775 1.1655  -0.26
C -0.7648 5.4995 0.8095  -0.18
C -0.7478 6.4229 -0.3103  0.28
C 0.2035 7.2723 -0.7735  -0.33
C -0.3950 7.8719 -1.9156  0.15
C 0.1868 8.9009 -2.8338  -0.64
N -1.5973 7.4107 -2.1145  -0.12
O -1.8308 6.4916 -1.1032  -0.29
C -2.3396 1.6626 3.2596  -0.22
C -2.4661 0.4130 2.3899  -0.10
C -3.0664 -0.8474 2.9456  -0.40
C -1.6015 -0.7955 2.6033  -0.41
S 1.6172 0.7239 -2.2958  0.19
C 1.1867 2.3101 -3.0388  -0.75
H 1.7248 -3.4513 -2.6700  0.21
H 1.4464 -2.4517 -4.0949  0.20
H 2.5560 -1.9044 -2.8410  0.21
H -0.4682 -2.3103 -2.4600  0.22
H 0.6159 -1.7328 -1.2256  0.20
H 0.1739 -0.2954 -3.8700  0.21
H -1.2672 1.2906 -2.4578  0.22
H -1.9218 -0.2715 -2.9524  0.24
H 0.4132 0.8968 0.0323  0.23
H -0.2945 2.4810 0.3032  0.19
H -0.3334 1.2572 1.5846  0.21
H -3.5656 0.2070 0.5392  0.24
H -3.2762 2.8894 0.3172  0.22
H -4.4056 2.2162 1.5090  0.20
H -2.7660 4.8817 0.6385  0.22
H 0.1547 5.3917 1.3711  0.24
H 1.1811 7.4528 -0.3610  0.24
H 1.1953 9.1628 -2.5212  0.22
H 0.2252 8.5243 -3.8548  0.24
H -0.4232 9.8030 -2.8316  0.24
H -1.3655 1.7855 3.7319  0.24
H -3.1002 1.6777 4.0452  0.20
H -3.3436 -0.8447 3.9925  0.21
H -3.7120 -1.4270 2.2983  0.22
H -1.2809 -1.3284 1.7169  0.23
H -0.8880 -0.7661 3.4172  0.22
H 2.0675 2.9441 -2.9543  0.24
H 0.9461 2.1899 -4.0950  0.22
H 0.3610 2.8023 -2.5252  0.21

---

Record 4
Formula: C20H29N3O5S
Source: the Open Molecules 2025 dataset
Level of theory: wB97M-V/def2-TZVPD

* gap between HOMO and LUMO: 8.722 eV
* total charge: 0
* energy relative to the best compared isomer or geometry (same formula, charge and spin): 0.00 kcal per mole
* structure (SMILES): CCOC(=O)c1c(NC(=O)CN2CCCCC2)sc2c1CCN(C(=O)OCC)C2
* HOMO: -8.0 eV

Last column: natural (NBO) charge in e.
Element x y z (Å)
C -3.0859 -3.7501 -0.3522  -0.64
C -2.8155 -2.8618 0.8538  -0.07
H -2.2894 -3.4326 1.6258  0.20
H -3.7442 -2.4562 1.2622  0.18
O -2.0340 -1.7154 0.5164  -0.54
C -0.6973 -1.9226 0.3797  0.78
O -0.2014 -3.0145 0.5233  -0.61
C 0.0384 -0.7057 0.0560  -0.23
C -0.4807 0.5749 0.0150  0.05
N -1.7674 0.9695 0.2709  -0.63
C -2.1517 2.2700 0.2105  0.68
O -1.3813 3.1640 -0.0754  -0.60
C -3.6125 2.4791 0.5692  -0.31
N -4.3819 1.2801 0.3096  -0.46
C -5.6249 1.2140 1.0589  -0.21
C -6.2496 -0.1685 0.8939  -0.40
C -6.5085 -0.4590 -0.5805  -0.40
C -5.2102 -0.2859 -1.3614  -0.40
C -4.6365 1.1041 -1.1127  -0.23
H -3.6938 1.2225 -1.6527  0.21
H -5.3399 1.8697 -1.4859  0.17
H -5.3827 -0.4256 -2.4295  0.21
H -4.4822 -1.0265 -1.0284  0.20
H -6.8945 -1.4722 -0.7040  0.21
H -7.2593 0.2367 -0.9627  0.20
H -7.1786 -0.2181 1.4637  0.21
H -5.5613 -0.9142 1.2956  0.20
H -5.4020 1.3935 2.1140  0.20
H -6.3409 1.9848 0.7233  0.16
H -3.6463 2.7038 1.6404  0.23
H -3.9825 3.3680 0.0328  0.20
H -2.4690 0.2640 0.4815  0.47
S 0.6986 1.7686 -0.3891  0.51
C 1.9186 0.5327 -0.5102  -0.24
C 1.4386 -0.7099 -0.2547  -0.01
C 2.3302 -1.9090 -0.3061  -0.43
H 2.6038 -2.1978 0.7118  0.23
C 3.5880 -1.5709 -1.1090  -0.21
N 4.1604 -0.3205 -0.6567  -0.44
C 5.3132 -0.3232 0.0494  0.90
O 5.9655 -1.3152 0.2769  -0.67
O 5.6632 0.9211 0.4571  -0.53
C 6.9029 1.0163 1.1545  -0.07
C 8.0852 1.0601 0.1970  -0.64
H 8.1453 0.1246 -0.3532  0.23
H 9.0046 1.1994 0.7586  0.21
H 7.9694 1.8802 -0.5078  0.21
H 6.8283 1.9406 1.7318  0.18
H 6.9987 0.1602 1.8303  0.20
C 3.3358 0.8485 -0.8637  -0.24
H 3.3975 1.1607 -1.9178  0.20
H 3.7130 1.6676 -0.2494  0.25
H 3.3359 -1.4687 -2.1699  0.19
H 4.3459 -2.3452 -0.9880  0.25
H 1.8069 -2.7545 -0.7513  0.24
H -3.7423 -4.5649 -0.0605  0.22
H -3.5589 -3.1816 -1.1500  0.21
H -2.1516 -4.1652 -0.7208  0.23

---

> Look up the energy relative to the best compared isomer or geometry (same formula, charge and spin) of the fourth one.

0.00 kcal per mole

---

> Which value of total charge does entry 3 give?

0

---

> The highest total charge belongs to which entry?

C20H29N2O4P2Ru

---

> What is the energy relative to the best compared isomer or geometry (same formula, charge and spin) in the second record?

39.47 kcal per mole